Molecular formula: C48H47Cl3N11O4RbS3
Method: DFT, ωB97M-V/def2-TZVPD

Relative energy (zero: lowest compared OMol25 entry of this formula, charge and spin): 0.342 eV
Max |F|: 0.229 eV/Å
Kohn-Sham gap: 0.213 hartree

Each line ends with the Mulliken charge.
Atoms and positions in Å:
Rb1 -0.1639 -1.5516 1.8937  0.71
C1 -6.2763 2.2975 -0.4335  -0.67
O1 -5.5380 3.0846 -1.3671  -0.54
C2 -4.6905 3.9969 -0.7827  0.46
C3 -5.0278 5.3397 -0.7863  -0.38
C4 -4.1697 6.2718 -0.2193  -0.56
C5 -2.9705 5.8565 0.3396  -1.02
C6 -2.6202 4.5150 0.3218  0.40
C7 -3.4793 3.5707 -0.2301  -0.64
N1 -3.1616 2.1972 -0.2717  0.55
C8 -2.5267 1.4813 0.7401  -0.72
N2 -2.7850 1.9507 1.9728  0.20
C9 -2.2654 1.6272 3.2751  -0.97
C10 -1.4182 0.5599 3.5356  0.37
C11 -1.0605 0.4421 4.8967  -0.07
C12 -1.4984 1.2961 5.8956  -1.15
C13 -2.3487 2.3559 5.5812  -0.41
C14 -2.7305 2.5172 4.2626  0.61
O2 -3.5734 3.5278 3.8284  -0.35
C15 -4.0147 4.4638 4.7827  -1.06
N3 -1.8266 0.4212 0.4744  0.42
C16 -1.4549 0.1862 -0.8451  -0.62
C17 -1.8893 -0.9707 -1.4996  -0.39
C18 -1.5267 -1.2482 -2.8091  -0.85
C19 -0.7042 -0.3733 -3.5018  -0.33
C20 -0.2334 0.7664 -2.8618  -0.31
C21 -0.5811 1.0408 -1.5476  0.86
O3 -0.1073 2.2027 -0.9850  -0.55
C22 0.6833 2.0364 0.2018  -0.49
H1 -7.1297 1.8878 -0.9704  0.29
H2 -6.6328 2.9133 0.3947  0.29
H3 -5.6634 1.4818 -0.0439  0.14
H4 -5.9676 5.6367 -1.2333  0.46
H5 -4.4389 7.3199 -0.2167  0.40
H6 -2.2946 6.5788 0.7778  0.43
H7 -1.6766 4.1848 0.7361  0.46
H8 -3.1253 1.7722 -1.1844  0.41
H9 -3.4361 2.7204 1.9994  0.23
H10 -0.4060 -0.3766 5.2012  0.18
H11 -1.1909 1.1527 6.9270  0.43
H12 -2.6965 3.0274 6.3534  0.38
H13 -4.6321 5.1820 4.2471  0.26
H14 -3.1729 4.9856 5.2473  0.40
H15 -4.6113 3.9866 5.5658  0.37
H16 -2.5473 -1.6369 -0.9529  0.48
H17 -1.9070 -2.1392 -3.2952  0.46
H18 -0.4330 -0.5681 -4.5305  0.19
H19 0.3976 1.4720 -3.3880  0.65
H20 1.1730 2.9947 0.3699  0.29
H21 1.4382 1.2602 0.0475  -0.02
H22 0.0723 1.7737 1.0666  0.23
N4 3.6943 -0.9660 3.3862  -0.37
C23 2.9473 -1.6051 4.3366  0.47
N5 1.8681 -2.2759 4.0773  -0.15
C24 1.3712 -2.8556 5.2294  0.01
C25 2.0765 -2.6197 6.3607  -0.58
S1 3.4519 -1.6444 6.0001  -0.27
C26 0.1016 -3.5921 5.1842  -0.53
C27 -0.2562 -4.6121 6.0012  -0.29
S2 -1.8976 -5.0564 5.6981  -0.27
C28 -1.9690 -3.8260 4.4755  0.21
N6 -0.8677 -3.1753 4.2972  0.20
N7 -3.1019 -3.5840 3.7291  -0.42
H23 3.2470 -0.9034 2.4748  0.20
H24 4.1682 -0.1292 3.6832  0.26
H25 1.8303 -2.8983 7.3705  0.50
H26 0.3367 -5.1190 6.7427  0.51
H27 -3.9704 -3.8658 4.1551  0.26
H28 -3.1308 -2.6291 3.3900  0.20
Cl1 3.2430 5.1414 -1.4669  -0.22
C29 3.7998 3.5913 -2.0072  0.08
C30 2.8804 2.6002 -2.3082  -0.84
C31 3.3411 1.3626 -2.7261  0.98
C32 4.7015 1.0990 -2.8568  -1.16
C33 5.1784 -0.2832 -3.2517  -0.58
C34 5.4918 -1.1270 -2.0172  -1.51
N8 4.3300 -1.3386 -1.1798  0.30
C35 3.3844 -2.3242 -1.3275  -0.51
C36 2.4757 -2.1203 -0.3344  -0.18
N9 2.8321 -1.0218 0.4149  -0.05
C37 3.9442 -0.5838 -0.1237  -0.18
O4 4.2118 -0.9930 -3.9944  -0.11
C38 4.0756 -0.5107 -5.3269  -1.07
C39 2.9360 -1.2246 -5.9716  0.24
C40 1.7888 -0.6359 -6.4075  0.70
Cl2 1.3774 1.0277 -6.3067  -0.15
S3 0.6849 -1.7512 -7.1015  -0.19
C41 1.7649 -3.0504 -6.8077  -0.37
C42 2.9077 -2.6323 -6.2079  -0.95
C43 5.5904 2.1201 -2.5419  0.59
Cl3 7.3110 1.8512 -2.6513  -0.21
C44 5.1607 3.3671 -2.1195  -0.76
H29 1.8214 2.7884 -2.1919  0.40
H30 2.6332 0.5723 -2.9486  0.80
H31 6.1062 -0.1968 -3.8302  0.93
H32 6.2649 -0.6338 -1.4286  0.52
H33 5.8713 -2.0981 -2.3339  0.42
H34 3.4512 -3.0563 -2.1124  0.44
H35 1.6090 -2.7143 -0.0969  0.15
H36 4.5176 0.2685 0.2087  0.37
H37 5.0065 -0.7035 -5.8754  0.47
H38 3.8977 0.5681 -5.3298  0.44
H39 1.4982 -4.0505 -7.1073  0.48
H40 3.7200 -3.2916 -5.9373  0.43
H41 5.8733 4.1430 -1.8811  0.48
C45 -1.4712 -5.1522 -3.1576  -1.00
N10 -1.3351 -4.8719 -1.7442  0.29
C46 -2.1146 -5.3661 -0.7259  -0.52
C47 -1.6422 -4.7902 0.4161  -0.59
N11 -0.5942 -3.9506 0.1236  0.06
C48 -0.4436 -4.0285 -1.1771  -0.55
H42 -1.4031 -6.2235 -3.3419  0.35
H43 -0.6670 -4.6504 -3.6921  0.35
H44 -2.4254 -4.7832 -3.5335  0.35
H45 -2.9103 -6.0675 -0.9059  0.46
H46 -1.9984 -4.9169 1.4257  0.39
H47 0.2642 -3.4722 -1.7727  0.36

Cartesian forces (eV/Å) of the 2 atoms listed first:
0.13 0.19 0.01
0.05 -0.09 -0.01

---

Molecular formula: C48H47CuGeN4O2S3
Method: DFT, ωB97M-V/def2-TZVPD

Charge: -1
Relative energy (zero: lowest compared OMol25 entry of this formula, charge and spin): 0.000 eV
Max |F|: 2.622 eV/Å
Kohn-Sham gap (spin up / spin down): 0.239 / 0.245 hartree
Multiplicity: 2

Each line ends with the Mulliken spin population.
Atoms and positions in Å:
Cu1 0.9390 1.0332 -1.7181  0.60
C1 4.9260 1.4423 -1.4260  0.00
C2 3.5619 1.8299 -1.9623  0.01
O1 2.7694 0.8865 -2.2617  0.01
C3 3.2163 3.2091 -2.0480  0.00
C4 4.1458 4.2322 -1.7732  0.00
C5 3.8025 5.5586 -1.8272  0.00
C6 2.4863 5.9206 -2.1302  0.01
C7 1.5459 4.9569 -2.3813  0.00
C8 1.8658 3.5758 -2.3991  0.02
O2 0.9579 2.7318 -2.7277  0.03
H1 5.0030 0.3592 -1.4193  0.00
H2 5.0300 1.8145 -0.4072  0.01
H3 5.7277 1.8530 -2.0380  0.00
H4 5.1604 3.9604 -1.5158  0.00
H5 4.5405 6.3269 -1.6386  0.00
H6 2.2085 6.9665 -2.1522  0.00
H7 0.5240 5.2237 -2.6115  0.00
N1 -0.8584 1.2283 -1.4055  0.08
S1 -1.8575 0.4884 -0.6124  0.00
N2 -2.4541 -0.9255 -0.9848  0.00
S2 -1.5808 -2.2869 -1.2790  0.00
N3 -0.2811 -2.3531 -1.9114  0.00
S3 2.1592 -1.4105 -1.1711  0.01
N4 1.2256 -0.4114 -0.4759  0.16
C9 1.8602 -3.1679 -0.6489  0.01
C10 1.8642 -4.0966 -1.6769  0.00
C11 1.6305 -5.4312 -1.4072  0.00
C12 1.3875 -5.8421 -0.1040  0.00
C13 1.4307 -4.9198 0.9271  0.00
C14 1.6924 -3.5856 0.6568  0.00
C15 3.6507 -1.4329 -0.0717  0.00
C16 3.5718 -0.8587 1.1829  0.01
C17 4.6865 -0.8313 2.0020  0.00
C18 5.8861 -1.3567 1.5457  0.00
C19 5.9662 -1.9145 0.2804  0.00
C20 4.8450 -1.9580 -0.5294  0.00
C21 -2.8425 -3.2212 -2.2197  0.00
C22 -2.5863 -4.5453 -2.5419  0.00
C23 -3.4698 -5.2361 -3.3525  0.00
C24 -4.5908 -4.5937 -3.8608  0.00
C25 -4.8219 -3.2603 -3.5651  0.00
C26 -3.9457 -2.5743 -2.7413  0.00
C27 -1.8448 -3.0180 0.3923  0.00
C28 -2.9279 -3.8272 0.6763  0.00
C29 -3.1313 -4.2676 1.9737  0.00
C30 -2.2462 -3.9032 2.9742  0.00
C31 -1.1723 -3.0754 2.6879  0.00
C32 -0.9862 -2.6117 1.3969  0.00
C33 -3.3782 1.4908 -0.7413  0.02
C34 -3.2068 2.8476 -0.9538  0.00
C35 -4.3105 3.6614 -1.1366  0.00
C36 -5.5830 3.1121 -1.1120  0.00
C37 -5.7494 1.7521 -0.9085  0.00
C38 -4.6460 0.9374 -0.7192  0.00
C39 -1.7289 0.5066 1.2274  0.01
C40 -2.7362 -0.1954 1.8689  0.00
C41 -2.7494 -0.3413 3.2421  0.00
C42 -1.7009 0.1917 3.9743  0.00
C43 -0.7050 0.8980 3.3328  0.00
C44 -0.7089 1.1111 1.9534  -0.01
H8 2.0191 -3.7500 -2.6865  0.00
H9 1.6250 -6.1530 -2.2139  0.00
H10 1.1654 -6.8797 0.1052  0.00
H11 1.2551 -5.2337 1.9485  0.00
H12 1.7624 -2.8689 1.4614  0.00
H13 2.6204 -0.4362 1.4762  0.00
H14 4.6356 -0.3880 2.9879  0.00
H15 6.7674 -1.3140 2.1718  0.00
H16 6.9082 -2.3027 -0.0789  0.00
H17 4.8886 -2.3821 -1.5219  0.00
H18 -1.6964 -5.0143 -2.1462  0.00
H19 -3.2875 -6.2751 -3.5935  0.00
H20 -5.2797 -5.1336 -4.4969  0.00
H21 -5.6842 -2.7503 -3.9735  0.00
H22 -4.0886 -1.5364 -2.4867  0.00
H23 -3.6201 -4.1046 -0.1058  0.00
H24 -3.9813 -4.8961 2.2017  0.00
H25 -2.4047 -4.2561 3.9841  0.00
H26 -0.4904 -2.7860 3.4755  0.00
H27 -0.2021 -1.9163 1.1386  -0.01
H28 -2.1945 3.2145 -1.0084  0.00
H29 -4.1837 4.7219 -1.2987  0.00
H30 -6.4473 3.7416 -1.2660  0.00
H31 -6.7422 1.3261 -0.8940  0.00
H32 -4.7572 -0.1269 -0.5782  0.00
H33 -3.4991 -0.6567 1.2638  0.00
H34 -3.5430 -0.8918 3.7264  0.00
H35 -1.6559 0.0546 5.0466  0.00
H36 0.1205 1.3053 3.8974  0.00
H37 0.2779 1.9750 0.2761  0.00
C45 2.2315 4.5972 1.4995  0.00
Ge1 0.4498 3.8509 1.9634  0.00
C46 0.2180 4.0586 3.9507  0.00
C47 -0.9510 4.9718 1.1113  0.00
C48 0.3659 1.9470 1.3596  0.01
H38 2.3170 5.6282 1.8347  0.00
H39 2.3655 4.5823 0.4231  0.00
H40 3.0409 4.0245 1.9477  0.00
H41 0.2359 5.1184 4.1924  0.00
H42 1.0133 3.5676 4.5062  0.00
H43 -0.7367 3.6550 4.2752  0.00
H44 -0.9442 5.9840 1.5125  0.00
H45 -1.9395 4.5478 1.2636  0.00
H46 -0.7589 5.0277 0.0444  0.00
H47 1.3382 1.5027 1.5801  0.00

Cartesian forces (eV/Å) of the 2 atoms listed first:
-0.08 -0.57 -0.16
-0.24 -0.16 -0.37